# 1
{"formula": "C27H36N6O3Re", "method": "ωB97M-V/def2-TZVPD", "multiplicity": 2, "total_charge": 2, "homo_ha": [-0.5043, -0.5042], "s_squared": 0.761, "e_above_lowest_kcal_mol": 52.5, "elements": ["Re", "C", "C", "C", "C", "C", "H", "H", "H", "H", "H", "N", "C", "C", "N", "H", "H", "H", "H", "H", "H", "H", "H", "C", "N", "C", "C", "O", "N", "C", "C", "H", "H", "H", "H", "H", "H", "H", "H", "H", "H", "H", "H", "O", "C", "N", "C", "C", "O", "N", "C", "C", "C", "C", "C", "C", "C", "C", "C", "C", "C", "C", "H", "H", "H", "H", "H", "H", "H", "H", "H", "H", "H"], "xyz": [[0.387, 0.388, 0.781], [-0.667, 2.363, 0.787], [-0.607, 2.930, 2.096], [-1.447, 2.232, 2.964], [-2.058, 1.213, 2.237], [-1.621, 1.267, 0.880], [-0.413, 2.921, -0.103], [0.011, 3.773, 2.366], [-1.579, 2.431, 4.014], [-2.742, 0.475, 2.626], [-2.168, 0.839, 0.044], [2.422, 1.016, 0.976], [3.342, -0.137, 1.158], [2.881, -1.260, 0.246], [1.448, -1.528, 0.561], [2.612, 1.542, 0.104], [2.534, 1.675, 1.743], [3.278, -0.448, 2.202], [4.371, 0.157, 0.947], [3.486, -2.158, 0.376], [2.939, -0.959, -0.800], [1.392, -2.073, 1.419], [0.994, -2.072, -0.175], [0.737, -0.461, 6.341], [0.735, 0.238, 5.057], [1.628, 1.387, 4.989], [0.182, -0.265, 3.948], [0.704, 0.062, 2.819], [-0.897, -1.056, 4.037], [-1.845, -0.973, 5.145], [-1.260, -2.002, 2.995], [1.758, -0.452, 6.721], [0.432, -1.495, 6.208], [0.090, 0.026, 7.070], [1.441, 2.024, 5.852], [1.435, 1.955, 4.084], [2.671, 1.066, 5.013], [-1.695, -0.048, 5.696], [-1.763, -1.821, 5.824], [-2.850, -0.968, 4.724], [-0.636, -1.861, 2.118], [-2.298, -1.846, 2.697], [-1.157, -3.024, 3.363], [2.060, 2.178, -1.541], [1.230, 1.402, -1.974], [0.797, 1.223, -3.226], [-0.125, 0.103, -3.403], [-0.124, -0.451, -1.979], [-0.614, -1.467, -1.550], [0.542, 0.465, -1.136], [-1.548, 0.562, -3.696], [-1.833, 1.894, -3.973], [-3.141, 2.287, -4.221], [-4.168, 1.355, -4.184], [-3.884, 0.025, -3.900], [-2.582, -0.373, -3.657], [0.457, -0.904, -4.387], [-0.171, -1.216, -5.584], [0.416, -2.122, -6.458], [1.624, -2.720, -6.142], [2.264, -2.400, -4.950], [1.683, -1.494, -4.084], [1.236, 1.694, -4.004], [-1.047, 2.636, -4.001], [-3.353, 3.323, -4.446], [-5.185, 1.661, -4.385], [-4.680, -0.705, -3.878], [-2.368, -1.413, -3.452], [-1.113, -0.756, -5.846], [-0.077, -2.356, -7.391], [2.074, -3.427, -6.823], [3.216, -2.851, -4.707], [2.208, -1.226, -3.172]]}

=====

# 2
{"formula": "C27H36NO2P2Tc", "method": "ωB97M-V/def2-TZVPD", "multiplicity": 4, "total_charge": 1, "homo_ha": [-0.3715, -0.3732], "s_squared": 3.815, "e_above_lowest_kcal_mol": 42.2, "elements": ["C", "C", "N", "C", "C", "C", "C", "P", "Tc", "P", "C", "C", "C", "C", "C", "C", "C", "O", "O", "H", "H", "H", "C", "C", "H", "H", "H", "H", "C", "C", "H", "H", "H", "H", "H", "H", "H", "H", "H", "H", "H", "H", "H", "H", "H", "H", "H", "H", "H", "H", "H", "H", "C", "C", "C", "C", "C", "C", "C", "C", "C", "C", "H", "H", "H", "H", "H", "H", "H"], "xyz": [[-0.746, 4.053, -1.568], [-0.979, 2.800, -0.949], [-0.103, 2.458, 0.062], [1.069, 3.064, 0.246], [1.280, 4.340, -0.280], [0.339, 4.826, -1.194], [-1.938, 1.836, -1.349], [-2.261, 0.338, -0.377], [-0.381, 0.054, 0.943], [1.880, 0.478, 0.927], [2.092, 2.331, 1.084], [-0.069, -2.079, 0.861], [-1.135, -2.936, 1.185], [-1.014, -4.315, 1.008], [0.157, -4.880, 0.494], [1.202, -4.032, 0.122], [1.074, -2.650, 0.272], [-0.378, 1.264, -6.193], [2.436, -2.896, -3.342], [-1.433, 4.359, -2.351], [2.140, 4.922, 0.048], [0.481, 5.817, -1.624], [-3.996, 0.607, 0.091], [-2.403, -0.981, -1.667], [3.112, 2.598, 0.774], [1.954, 2.611, 2.137], [-1.225, 1.651, -6.406], [-2.587, 2.051, -2.207], [2.893, -0.206, 2.310], [3.003, 0.220, -0.501], [-2.083, -2.528, 1.546], [-1.864, -4.958, 1.253], [0.245, -5.956, 0.354], [2.110, -4.442, -0.334], [1.855, -2.020, -0.160], [-0.083, 0.585, -0.792], [1.535, -3.195, -3.112], [2.297, -1.936, -3.386], [-0.008, 1.820, -5.493], [0.475, -0.018, -0.930], [-4.542, 0.976, -0.785], [-4.463, -0.315, 0.450], [-4.019, 1.351, 0.894], [-3.143, -0.729, -2.443], [-1.427, -1.125, -2.150], [-2.670, -1.933, -1.188], [3.838, 0.925, -0.415], [3.415, -0.795, -0.530], [2.465, 0.420, -1.435], [3.738, 0.465, 2.545], [2.279, -0.345, 3.210], [3.298, -1.179, 1.994], [-0.276, 2.401, 6.194], [0.607, 2.175, 5.117], [0.192, 1.438, 4.015], [-1.108, 0.905, 3.940], [-1.597, 0.155, 2.827], [-2.853, -0.420, 2.884], [-3.723, -0.176, 3.966], [-3.312, 0.613, 5.020], [-2.005, 1.145, 5.051], [-1.566, 1.899, 6.161], [0.056, 2.966, 7.062], [1.622, 2.575, 5.147], [0.893, 1.267, 3.188], [-3.237, -1.059, 2.092], [-4.726, -0.607, 3.950], [-3.976, 0.830, 5.856], [-2.264, 2.055, 6.987]]}

=====

# 3
{"formula": "C27H37BF3I2N5O8S3", "method": "ωB97M-V/def2-TZVPD", "homo_ha": -0.2948, "elements": ["C", "C", "C", "C", "S", "C", "C", "C", "O", "F", "N", "C", "C", "O", "C", "C", "C", "N", "O", "C", "N", "N", "C", "C", "C", "C", "S", "C", "S", "N", "C", "C", "O", "C", "C", "C", "I", "C", "C", "I", "H", "H", "H", "H", "H", "H", "H", "H", "H", "H", "H", "H", "H", "H", "H", "H", "H", "H", "H", "H", "H", "H", "H", "H", "H", "H", "H", "H", "H", "H", "H", "H", "H", "H", "H", "H", "H", "B", "O", "C", "O", "C", "O", "O", "F", "F"], "xyz": [[0.763, 3.371, -0.428], [0.369, 2.251, -0.580], [-0.071, 0.885, -0.818], [0.196, -0.242, 0.286], [0.944, 0.587, 1.746], [-1.211, -0.846, 0.668], [-2.124, -0.106, 1.633], [-2.681, 1.240, 1.233], [-3.784, 1.370, 0.828], [-1.887, 2.305, 1.390], [-1.876, -1.450, -0.542], [-3.100, -0.861, -1.117], [-4.412, -1.378, -0.515], [-5.369, -0.448, -0.871], [-6.718, -0.935, -0.858], [-7.473, -0.428, 0.373], [-0.950, -1.908, -1.366], [-0.976, -1.791, -2.685], [0.000, -2.348, -3.489], [-0.235, -3.619, -3.750], [-0.417, -4.692, -4.089], [0.178, -2.497, -0.799], [1.103, -1.468, -0.172], [1.695, -2.230, 1.057], [3.188, -2.158, 1.396], [3.607, -1.157, 2.472], [5.200, -1.646, 3.200], [5.833, -0.050, 3.764], [5.735, 0.285, 5.344], [6.409, 0.868, 2.879], [6.754, 0.318, 1.560], [7.663, 1.318, 0.855], [7.280, 2.663, 1.059], [5.927, 2.802, 1.406], [5.576, 2.088, 2.718], [2.106, -1.167, -1.318], [3.379, 0.542, -0.905], [2.889, -2.318, -2.039], [4.396, -2.097, -2.273], [2.751, -4.371, -1.375], [1.231, 4.314, -0.591], [0.277, 0.658, -1.826], [-1.156, 0.984, -0.913], [-0.064, 1.359, 2.168], [-0.924, -1.707, 1.276], [-1.637, -0.022, 2.600], [-2.987, -0.730, 1.838], [-3.208, -1.147, -2.161], [-3.119, 0.226, -1.145], [-4.629, -2.335, -1.010], [-4.343, -1.601, 0.557], [-6.753, -2.026, -0.877], [-7.200, -0.547, -1.750], [-8.473, -0.147, 0.055], [-7.551, -1.203, 1.134], [-7.002, 0.462, 0.772], [-1.693, -1.267, -3.169], [-0.191, -3.102, -0.072], [1.120, -2.007, 1.953], [1.507, -3.288, 0.901], [3.855, -2.053, 0.546], [3.452, -3.131, 1.818], [2.869, -1.159, 3.273], [3.651, -0.134, 2.115], [5.852, 0.142, 0.966], [7.284, -0.621, 1.657], [8.664, 1.204, 1.266], [7.693, 1.073, -0.212], [5.292, 2.459, 0.581], [5.748, 3.865, 1.544], [4.522, 1.805, 2.703], [5.759, 2.778, 3.535], [1.492, -0.750, -2.108], [2.505, -2.380, -3.050], [4.578, -1.290, -2.976], [4.746, -3.003, -2.765], [4.966, -2.026, -1.353], [-6.892, 3.491, -0.492], [-7.259, 4.916, -0.715], [-7.822, 5.039, -1.904], [-8.230, 6.057, -2.389], [-7.864, 3.652, -2.565], [-8.309, 3.401, -3.652], [-7.325, 2.779, -1.733], [-7.567, 2.980, 0.614], [-5.521, 3.353, -0.321]]}

=====

# 4
{"formula": "C27H37CaClN5O10", "method": "ωB97M-V/def2-TZVPD", "total_charge": -1, "homo_ha": [-0.0510, -0.0681], "e_above_lowest_kcal_mol": 79.6, "elements": ["O", "C", "C", "C", "H", "C", "H", "C", "H", "C", "H", "C", "H", "H", "C", "C", "H", "H", "H", "C", "C", "H", "H", "H", "H", "Ca", "Cl", "C", "O", "N", "C", "C", "H", "H", "H", "H", "H", "H", "H", "H", "H", "C", "C", "N", "H", "C", "O", "H", "H", "H", "H", "H", "H", "C", "C", "N", "H", "C", "O", "H", "H", "H", "H", "O", "C", "O", "C", "C", "C", "C", "C", "C", "N", "O", "O", "N", "O", "O", "H", "H", "H"], "xyz": [[1.232, -0.769, -4.234], [0.327, -0.196, -4.825], [0.210, 1.270, -5.007], [0.338, 2.107, -3.882], [0.451, 1.647, -2.892], [0.302, 3.491, -4.056], [0.435, 4.134, -3.187], [0.101, 4.041, -5.322], [0.122, 5.114, -5.473], [-0.215, 3.198, -6.390], [-0.494, 3.624, -7.349], [-0.233, 1.815, -6.218], [-0.636, 1.111, -6.955], [-0.606, -0.769, -5.073], [-2.040, -2.055, -2.403], [-2.122, -1.064, -1.288], [-2.586, -1.665, -3.283], [-2.426, -3.073, -2.221], [-0.994, -2.082, -2.785], [-2.338, 0.230, -1.564], [-3.737, 0.751, -1.856], [-1.515, 0.979, -1.602], [-3.800, 1.031, -2.912], [-3.983, 1.637, -1.273], [-4.465, -0.045, -1.651], [-0.648, -1.179, 0.386], [-2.864, 0.668, 1.362], [-2.335, -1.471, 2.974], [-1.862, -2.335, 2.232], [-1.800, -0.985, 4.100], [-0.718, -1.700, 4.740], [-2.322, 0.215, 4.724], [-3.291, -0.965, 2.738], [-0.333, -2.467, 4.068], [-1.086, -2.176, 5.657], [0.078, -0.997, 4.999], [-2.729, 0.874, 3.948], [-1.511, 0.725, 5.250], [-3.125, -0.016, 5.437], [4.489, 1.082, -2.977], [4.270, 1.606, -0.561], [3.395, 1.157, -2.919], [3.271, 1.172, -0.447], [2.899, 0.534, -1.700], [2.972, 0.663, -3.796], [2.275, -0.650, -1.701], [1.561, -1.088, -0.779], [3.278, 0.428, 0.352], [2.451, -1.238, -2.612], [3.103, 2.214, -2.934], [2.552, 1.958, -0.190], [-0.180, -6.790, 0.094], [2.075, -6.347, -1.522], [-0.653, -6.083, -0.595], [1.350, -5.726, -2.064], [0.343, -5.198, -1.166], [-1.378, -5.477, -0.050], [0.381, -3.932, -0.759], [-0.487, -3.452, 0.009], [1.882, -4.885, -2.523], [1.213, -3.326, -1.144], [-1.139, -6.637, -1.401], [0.866, -6.328, -2.840], [0.666, -0.399, 2.182], [0.560, 0.826, 1.804], [0.291, 1.213, 0.634], [0.783, 1.810, 2.931], [0.088, 3.023, 3.023], [0.142, 3.759, 4.231], [0.881, 3.275, 5.326], [1.497, 2.014, 5.250], [1.491, 1.312, 4.035], [1.970, 1.343, 6.441], [2.024, 1.984, 7.510], [2.291, 0.134, 6.348], [-0.649, 4.961, 4.359], [-1.334, 5.331, 3.381], [-0.616, 5.583, 5.443], [-0.545, 3.361, 2.203], [0.952, 3.838, 6.250], [1.934, 0.321, 3.961]]}

=====

# 5
{"formula": "C27H37Cl2NSSn", "method": "ωB97M-V/def2-TZVPD", "homo_ha": -0.2778, "elements": ["Sn", "C", "C", "C", "C", "C", "C", "C", "C", "C", "C", "C", "C", "C", "C", "C", "C", "C", "H", "H", "H", "H", "H", "H", "H", "H", "H", "H", "H", "H", "H", "H", "H", "H", "H", "H", "H", "H", "H", "H", "H", "H", "H", "H", "H", "H", "H", "S", "C", "C", "C", "C", "C", "C", "C", "C", "C", "N", "H", "H", "H", "H", "H", "H", "Cl", "C", "Cl", "H", "H"], "xyz": [[-0.625, -0.412, -1.085], [1.808, 0.086, -0.018], [0.718, 0.148, 0.929], [0.107, 1.467, 0.722], [0.827, 2.082, -0.311], [1.869, 1.253, -0.766], [2.860, 1.589, -1.864], [4.013, 2.404, -1.257], [2.182, 2.416, -2.963], [3.424, 0.312, -2.491], [-1.042, 2.197, 1.436], [-1.324, 3.536, 0.738], [-0.682, 2.539, 2.892], [-2.362, 1.410, 1.391], [0.776, -0.784, 2.160], [-0.577, -1.129, 2.794], [1.691, -0.127, 3.211], [1.413, -2.136, 1.794], [2.541, -0.709, -0.041], [0.624, 3.067, -0.706], [3.632, 3.323, -0.806], [4.748, 2.673, -2.023], [4.518, 1.830, -0.477], [1.874, 3.396, -2.589], [1.296, 1.902, -3.338], [2.872, 2.578, -3.796], [3.989, -0.276, -1.762], [4.100, 0.559, -3.314], [2.615, -0.307, -2.889], [-0.476, 4.220, 0.817], [-2.184, 4.011, 1.219], [-1.559, 3.390, -0.320], [0.299, 3.016, 2.940], [-0.666, 1.664, 3.537], [-1.420, 3.235, 3.301], [-2.669, 1.240, 0.358], [-3.158, 1.981, 1.882], [-2.294, 0.443, 1.880], [-1.039, -0.283, 3.292], [-0.435, -1.906, 3.550], [-1.272, -1.516, 2.042], [1.307, 0.838, 3.538], [2.687, 0.034, 2.790], [1.788, -0.777, 4.088], [0.882, -2.615, 0.971], [1.363, -2.800, 2.659], [2.467, -2.039, 1.523], [-3.568, -4.078, -0.764], [-4.541, -2.698, -0.498], [-3.800, -1.557, -0.422], [-2.393, -1.768, -0.576], [-2.138, -3.100, -0.774], [-0.806, -3.649, -1.038], [-0.489, -5.009, -1.030], [0.814, -5.400, -1.269], [1.787, -4.437, -1.517], [1.402, -3.113, -1.507], [0.142, -2.729, -1.277], [-5.614, -2.808, -0.431], [-4.252, -0.588, -0.243], [-1.262, -5.736, -0.821], [1.078, -6.451, -1.253], [2.817, -4.705, -1.708], [2.114, -2.314, -1.693], [-5.541, 2.146, -0.471], [-4.591, 2.750, -1.835], [-3.236, 1.689, -2.250], [-4.189, 3.718, -1.566], [-5.243, 2.816, -2.694]]}

=====

# 6
{"formula": "C27H37CsN4O3", "method": "ωB97M-V/def2-TZVPD", "homo_ha": -0.2617, "e_above_lowest_kcal_mol": 8.3, "elements": ["Cs", "C", "C", "C", "C", "C", "C", "C", "H", "H", "H", "H", "H", "H", "H", "H", "C", "C", "O", "C", "C", "C", "C", "C", "C", "O", "H", "H", "H", "H", "H", "H", "H", "N", "C", "C", "N", "H", "H", "H", "H", "H", "H", "H", "H", "C", "C", "N", "C", "C", "C", "O", "C", "C", "C", "C", "N", "C", "H", "H", "H", "H", "H", "H", "H", "H", "H", "H", "H", "H", "H", "H"], "xyz": [[-0.621, 0.408, -0.380], [0.056, 0.709, -4.829], [-0.704, -0.288, -3.991], [-2.062, -0.165, -3.764], [-2.791, -1.170, -3.097], [-2.157, -2.296, -2.574], [-0.781, -2.342, -2.649], [-0.068, -1.344, -3.372], [1.129, 0.483, -4.659], [-0.105, 1.689, -4.415], [-0.233, 0.702, -5.881], [-2.597, 0.654, -4.169], [-3.880, -1.144, -2.951], [-2.666, -3.038, -1.998], [-0.161, -3.152, -2.256], [0.992, -1.380, -3.394], [4.027, 0.167, -2.812], [2.765, 0.864, -2.377], [2.043, 0.182, -1.662], [2.427, 2.185, -2.849], [3.387, 2.863, -3.650], [3.169, 4.104, -4.102], [1.954, 4.817, -3.776], [1.022, 4.149, -3.073], [1.184, 2.856, -2.508], [0.260, 2.376, -1.796], [4.072, -0.697, -2.163], [4.960, 0.746, -2.644], [3.999, -0.130, -3.851], [4.326, 2.394, -3.765], [4.020, 4.589, -4.550], [1.684, 5.794, -4.212], [0.012, 4.552, -2.802], [2.893, 2.246, 0.785], [2.599, 3.690, 0.981], [1.467, 3.943, 2.037], [0.230, 3.314, 1.615], [3.857, 2.115, 0.520], [2.406, 2.036, -0.069], [2.227, 4.274, 0.097], [3.484, 4.189, 1.320], [1.330, 5.009, 2.199], [1.789, 3.584, 3.038], [0.022, 3.522, 0.678], [-0.536, 3.627, 2.201], [-2.266, -6.014, 3.118], [-2.928, -4.908, 3.887], [-2.368, -3.576, 3.501], [-3.022, -2.913, 2.410], [-4.249, -2.130, 2.849], [-1.471, -3.014, 4.357], [-1.028, -3.602, 5.337], [-0.825, -1.784, 3.949], [-0.944, -0.564, 4.620], [-0.124, 0.449, 4.162], [0.681, 0.285, 3.069], [0.716, -0.834, 2.392], [0.038, -1.850, 2.834], [-2.221, -6.968, 3.641], [-1.278, -5.656, 2.856], [-2.723, -6.144, 2.089], [-2.720, -5.060, 4.956], [-4.033, -4.883, 3.845], [-3.257, -3.781, 1.777], [-2.328, -2.317, 1.836], [-4.937, -2.762, 3.441], [-4.845, -1.733, 2.014], [-3.894, -1.289, 3.408], [-1.556, -0.439, 5.543], [-0.083, 1.400, 4.736], [1.193, 1.162, 2.628], [0.044, -2.761, 2.311]]}